Entry 1:
{
  "formula": "C21H21N3O2OsS",
  "method": "ωB97M-V/def2-TZVPD",
  "symbols": ["Os", "O", "N", "C", "C", "C", "C", "C", "S", "H", "H", "H", "H", "C", "C", "C", "C", "C", "C", "C", "C", "C", "C", "N", "C", "C", "C", "C", "C", "N", "H", "H", "H", "H", "H", "H", "H", "H", "H", "H", "H", "H", "H", "H", "H", "H", "H", "O", "C"],
  "positions_angstrom": [[1.298, 0.209, -0.075], [3.249, 0.501, 0.339], [3.621, 0.138, 1.582], [4.925, -0.127, 1.794], [5.345, -0.417, 3.067], [4.421, -0.438, 4.113], [3.092, -0.165, 3.866], [2.694, 0.143, 2.569], [1.094, 0.695, 2.118], [5.547, -0.098, 0.912], [6.389, -0.636, 3.238], [4.746, -0.678, 5.116], [2.351, -0.182, 4.653], [-4.232, 0.980, 0.943], [-2.936, 0.253, 1.305], [-2.616, -0.877, 0.357], [-3.358, -2.053, 0.426], [-3.084, -3.130, -0.398], [-2.063, -3.057, -1.338], [-1.280, -1.920, -1.442], [-0.333, -1.771, -2.608], [-1.024, -1.173, -3.832], [-1.565, -0.854, -0.568], [-0.687, 0.267, -0.642], [-1.146, 1.421, -1.085], [-0.207, 2.451, -1.235], [-0.265, 3.787, -1.725], [1.010, 4.262, -1.676], [1.839, 3.199, -1.144], [1.113, 2.131, -0.889], [-4.469, 1.737, 1.689], [-5.068, 0.284, 0.893], [-4.166, 1.474, -0.029], [-3.021, -0.164, 2.311], [-2.112, 0.969, 1.356], [-4.156, -2.125, 1.155], [-3.676, -4.032, -0.317], [-1.888, -3.886, -2.011], [0.088, -2.748, -2.853], [0.546, -1.142, -2.363], [-1.865, -1.799, -4.129], [-0.339, -1.100, -4.675], [-1.418, -0.176, -3.623], [-2.186, 1.519, -1.375], [-1.149, 4.295, -2.074], [1.367, 5.238, -1.964], [2.903, 3.223, -0.959], [1.346, -2.754, 0.772], [1.326, -1.671, 0.455]],
  "forces_ev_per_angstrom": [[-1.803, 0.543, -0.781], [-0.343, -0.078, -0.005], [0.005, -0.021, 0.024], [-0.032, 0.002, 0.092], [0.020, -0.022, -0.001], [0.075, -0.030, -0.013], [-0.063, 0.041, -0.152], [-0.094, 0.009, 0.076], [0.206, -0.150, -0.121], [0.036, 0.004, 0.013], [0.006, 0.001, -0.010], [-0.002, 0.003, 0.010], [-0.004, 0.009, 0.005], [-0.036, -0.009, -0.024], [0.097, 0.039, -0.008], [-0.003, -0.148, 0.061], [-0.002, 0.096, 0.023], [0.025, -0.044, -0.055], [-0.040, 0.014, 0.010], [-0.046, 0.012, -0.139], [0.455, -0.012, 0.115], [-0.072, -0.026, 0.015], [0.091, -0.027, 0.129], [2.071, -1.314, 1.244], [0.671, 2.182, -0.832], [-1.243, -0.955, 0.078], [0.070, 0.037, -0.002], [0.215, -0.242, 0.089], [-0.123, 0.177, -0.151], [0.164, -0.135, 0.306], [0.006, 0.006, 0.004], [-0.004, -0.006, 0.016], [0.019, -0.009, -0.003], [-0.055, -0.005, -0.010], [0.034, 0.021, -0.017], [-0.006, 0.008, 0.012], [-0.004, -0.010, 0.006], [0.003, 0.003, -0.003], [-0.065, -0.004, -0.019], [-0.165, -0.117, 0.021], [-0.016, 0.003, -0.027], [0.012, -0.006, 0.011], [0.006, 0.012, 0.007], [-0.020, 0.031, 0.056], [-0.015, 0.013, 0.006], [-0.008, 0.010, 0.012], [-0.001, -0.001, 0.012], [0.011, 0.247, -0.050], [-0.035, -0.153, -0.030]],
  "nbo_charge": [0.842, -0.481, 0.014, 0.051, -0.195, -0.104, -0.204, -0.002, 0.300, 0.267, 0.272, 0.266, 0.268, -0.595, -0.434, -0.005, -0.197, -0.137, -0.194, -0.032, -0.413, -0.596, 0.131, -0.411, 0.096, 0.130, -0.164, -0.218, 0.159, -0.582, 0.235, 0.227, 0.195, 0.239, 0.190, 0.238, 0.244, 0.238, 0.243, 0.163, 0.233, 0.235, 0.193, 0.254, 0.267, 0.268, 0.242, -0.355, 0.619],
  "lumo_energy_ev": [-9.939, -9.790],
  "energy_ha": -1615.8247,
  "homo_ev": [-14.55, -14.66],
  "total_charge": 2,
  "homo_lumo_gap_ev": [4.61, 4.87]
}

=====

Entry 2:
{
  "formula": "C21H21N3O3S",
  "method": "ωB97M-V/def2-TZVPD",
  "symbols": ["O", "C", "N", "C", "C", "C", "C", "C", "C", "H", "H", "H", "H", "H", "H", "C", "H", "H", "S", "C", "N", "C", "C", "C", "C", "C", "C", "C", "O", "N", "C", "H", "H", "C", "C", "H", "C", "H", "C", "H", "O", "H", "H", "H", "H", "H", "H", "H", "H"],
  "positions_angstrom": [[-3.006, -3.080, -1.418], [-2.180, -2.196, -1.351], [-2.293, -1.054, -0.637], [-3.384, -0.617, 0.126], [-4.481, -1.422, 0.415], [-5.519, -0.915, 1.177], [-5.478, 0.382, 1.659], [-4.385, 1.183, 1.370], [-3.345, 0.689, 0.608], [-2.492, 1.309, 0.375], [-4.345, 2.198, 1.739], [-6.292, 0.768, 2.254], [-6.368, -1.546, 1.397], [-4.520, -2.430, 0.039], [-1.529, -0.386, -0.684], [-0.858, -2.359, -2.098], [-1.041, -2.934, -3.005], [-0.141, -2.890, -1.465], [-0.033, -0.815, -2.563], [1.286, -0.790, -1.395], [1.507, -1.853, -0.710], [2.558, -1.866, 0.162], [2.810, -3.013, 0.921], [3.878, -3.036, 1.788], [4.714, -1.927, 1.923], [4.475, -0.789, 1.187], [3.398, -0.747, 0.299], [3.112, 0.461, -0.461], [3.732, 1.503, -0.379], [2.013, 0.357, -1.326], [1.572, 1.552, -2.011], [2.394, 2.267, -1.934], [1.392, 1.317, -3.062], [0.278, 2.132, -1.357], [0.505, 3.519, -0.755], [-0.455, 4.023, -0.634], [1.100, 3.164, 0.607], [2.173, 2.996, 0.518], [0.379, 1.856, 0.951], [-0.463, 2.016, 1.633], [-0.152, 1.334, -0.266], [1.052, 1.118, 1.401], [0.926, 3.932, 1.357], [1.158, 4.139, -1.363], [-0.531, 2.118, -2.093], [5.102, 0.085, 1.273], [5.548, -1.964, 2.607], [4.073, -3.923, 2.373], [2.156, -3.863, 0.807]],
  "forces_ev_per_angstrom": [[-0.179, -0.201, -0.003], [0.410, 0.040, -0.224], [0.197, 0.375, 0.162], [-0.320, -0.028, 0.162], [0.011, -0.210, -0.080], [0.002, 0.140, 0.055], [-0.131, 0.029, 0.081], [-0.009, -0.013, 0.012], [0.020, -0.019, -0.011], [0.116, 0.078, -0.042], [0.017, 0.075, 0.018], [-0.069, 0.031, 0.048], [-0.064, -0.061, 0.011], [0.016, -0.017, -0.010], [-0.048, -0.147, -0.067], [0.099, 0.158, -0.126], [-0.033, 0.046, 0.102], [-0.143, -0.035, -0.093], [-0.156, -0.081, -0.419], [-0.151, -0.884, 0.218], [-0.294, 0.042, -0.255], [0.518, 0.455, 0.212], [0.098, 0.049, 0.053], [-0.122, -0.060, -0.061], [0.113, 0.162, 0.015], [0.002, 0.034, -0.021], [-0.097, -0.455, 0.173], [0.039, 0.041, -0.057], [0.140, 0.029, 0.066], [0.349, -0.008, 0.017], [-0.183, 0.310, -0.053], [-0.142, -0.144, -0.106], [0.083, 0.073, 0.052], [-0.056, 0.315, -0.314], [-0.147, -0.226, 0.038], [-0.003, 0.026, -0.055], [0.015, -0.103, -0.029], [-0.037, 0.037, 0.033], [0.065, 0.107, 0.526], [0.091, -0.035, -0.025], [-0.151, -0.020, -0.131], [-0.069, 0.047, -0.025], [0.011, 0.032, 0.031], [0.026, 0.064, -0.058], [0.109, 0.039, 0.089], [0.058, 0.060, 0.025], [0.070, 0.010, 0.051], [0.007, -0.077, 0.044], [-0.078, -0.080, -0.027]],
  "nbo_charge": [-0.607, 0.671, -0.640, 0.233, -0.270, -0.190, -0.239, -0.188, -0.279, 0.219, 0.209, 0.211, 0.213, 0.255, 0.429, -0.636, 0.257, 0.300, 0.252, 0.354, -0.560, 0.265, -0.241, -0.169, -0.233, -0.134, -0.242, 0.677, -0.617, -0.448, -0.274, 0.257, 0.222, 0.090, -0.422, 0.212, -0.454, 0.238, -0.072, 0.185, -0.562, 0.185, 0.223, 0.221, 0.206, 0.235, 0.218, 0.218, 0.227],
  "lumo_energy_ev": 0.358,
  "energy_ha": -1601.0767,
  "homo_ev": -8.37,
  "total_charge": 0,
  "homo_lumo_gap_ev": 8.73,
  "e_above_lowest_kj_mol": 79.4,
  "smiles": "O=C(CSc1nc2ccccc2c(=O)n1C[C@@H]1CCCO1)Nc1ccccc1"
}